Entry 1:
20
Properties=species:S:1:pos:R:3:forces:R:3 method="wB97M-V/def2-TZVPD" total_charge=0 spin_multiplicity=1 total_energy_ha=-791.44977 largest_force_ev_per_a=3.55
C -0.00767 0.29127 2.00862 0.21 2.52 0.60
C -0.72258 1.61676 1.65045 -0.22 -2.48 -0.08
C -0.48009 -0.83663 1.54537 -0.56 0.87 -0.46
C -1.85837 0.72184 -0.29772 1.52 1.91 -0.62
C 1.03895 -2.65844 1.32692 0.11 -3.44 -0.87
C -0.05792 1.01558 -1.92704 -1.40 -0.97 -1.96
N -1.52024 1.75735 0.68271 0.02 1.58 0.55
N -2.61304 -0.20816 0.37289 0.73 -1.29 1.95
O -0.27996 -2.08275 1.36110 0.12 0.46 0.31
O -0.73200 0.23192 -0.96298 0.67 -0.86 0.20
I -2.85909 -1.93664 -0.53245 -0.39 -0.84 -0.71
H 0.82401 0.58158 2.71065 -0.57 -1.37 -0.65
H -0.56851 2.38842 2.42572 -0.11 0.02 -0.79
H -2.41348 1.21776 -1.08333 -0.81 0.33 -0.25
H 0.88616 -3.56983 2.00461 0.75 1.38 -0.73
H 1.95002 -2.08960 1.58956 -1.08 0.34 0.05
H 1.16607 -3.12587 0.28027 -0.13 1.03 1.48
H 0.58941 1.74609 -1.51772 0.98 0.51 0.79
H -0.79317 1.66335 -2.56658 1.04 -1.53 0.71
H 0.51614 0.19929 -2.51334 -0.87 1.85 0.50



Entry 2:
17
Properties=species:S:1:pos:R:3:forces:R:3 method="wB97M-V/def2-TZVPD" total_charge=0 spin_multiplicity=1 total_energy_ha=-606.68909 largest_force_ev_per_a=6.04
C 0.55971 -0.47277 -0.57788 -0.47 -2.46 -0.38
C -0.34390 -1.28214 -0.42972 -1.67 -0.40 0.62
C 1.41433 1.81469 1.14786 -4.94 1.67 -3.04
C 1.75589 0.27061 -0.94065 -2.26 1.55 4.25
C 1.30665 1.66703 -0.38102 1.01 1.68 -1.26
C -2.62117 -2.59654 -0.00961 2.40 0.17 -1.12
O -3.56090 -1.95233 -0.63341 -0.43 -0.20 -0.09
I -2.79820 -2.74846 2.03606 0.28 -0.14 -0.07
H 0.75553 2.73052 1.27227 1.11 -0.78 0.75
H 2.33822 1.91036 1.52160 3.43 0.48 1.22
H 0.88281 1.01538 1.55696 -0.71 -1.38 1.12
H 1.77906 0.33362 -1.94336 0.89 -0.05 -3.54
H 2.58640 -0.15072 -0.40371 0.78 0.05 -0.26
H 0.21286 1.79309 -0.76937 2.00 0.09 0.91
H 1.94105 2.54968 -0.78071 -0.94 -1.37 0.08
H -1.94186 -3.29060 -0.61917 -1.37 1.23 1.12
H -4.26646 -1.59144 -0.04615 0.88 -0.14 -0.29



Entry 3:
22
Properties=species:S:1:pos:R:3:forces:R:3 method="wB97M-V/def2-TZVPD" total_charge=0 spin_multiplicity=1 total_energy_ha=-817.70342 largest_force_ev_per_a=3.21
O -1.24826 -0.14924 -2.23009 2.39 -0.65 0.85
C -2.28304 -0.31713 -1.34283 -0.24 0.66 -0.80
C -2.55933 1.14870 -0.90027 -2.86 0.67 -0.68
O -1.40435 1.62415 -0.28851 0.73 0.15 0.47
Mg 0.14968 0.77432 -1.18995 -1.24 -0.44 -0.04
H -2.80549 -0.75586 -0.45613 2.05 -0.11 2.46
H -2.87158 1.79866 -1.74373 0.41 -0.10 0.09
O 1.28713 0.17665 2.00096 0.00 -0.67 0.28
C 0.56900 -0.96383 1.74662 0.84 -0.79 -1.65
C 0.38531 -1.45890 0.48710 1.77 -0.15 1.37
O 1.24879 -0.99194 -0.55368 -1.08 0.24 0.09
C 2.47315 -0.48621 -0.01105 0.07 -0.01 0.39
C 2.08609 0.67966 0.89991 0.14 0.22 -0.36
O 1.34528 1.57177 0.19209 -0.12 0.28 -0.24
Li -0.28588 2.18568 1.02444 -0.19 -0.28 -0.39
H 0.47696 -1.62282 2.61087 -0.97 0.61 -0.06
H -0.05199 -2.43070 0.26727 -0.12 0.46 0.02
H 3.06687 -0.12195 -0.85705 -0.11 -0.10 0.25
H 3.00210 -1.28714 0.52276 -0.12 0.13 -0.11
H 2.97463 1.12769 1.37436 -0.25 -0.07 -0.02
H -2.11922 -1.62752 -1.33241 -1.48 -0.31 -2.03
H -3.43585 1.12596 -0.22066 0.40 0.27 0.10



Entry 4:
16
Properties=species:S:1:pos:R:3:forces:R:3 method="wB97M-V/def2-TZVPD" total_charge=0 smiles="CC#C/C=C/CN" spin_multiplicity=1 total_energy_ha=-288.67391 largest_force_ev_per_a=0.82
C -2.50539 0.90275 -2.55594 -0.18 0.06 -0.15
C -1.58544 0.86312 -1.43648 0.19 0.05 0.29
C -0.74312 0.77765 -0.58237 -0.40 -0.02 -0.62
C 0.43376 0.45599 0.13200 0.25 -0.46 -0.63
C 0.69463 -0.78090 0.56435 0.05 0.10 -0.34
C 1.97049 -0.97588 1.30048 -0.02 0.02 0.10
N 1.62001 -0.44119 2.62557 0.47 0.08 0.61
H -2.23845 0.12034 -3.27577 -0.10 0.13 0.09
H -2.43787 1.86961 -3.05981 -0.13 -0.08 -0.01
H -3.53289 0.73698 -2.22667 0.02 0.05 -0.11
H 0.99834 0.34147 2.40448 0.35 -0.31 0.68
H 1.24381 1.18550 0.13262 -0.16 0.01 0.08
H -0.07602 -1.54531 0.65539 0.08 0.13 -0.34
H 2.77498 -0.37597 0.84955 -0.21 -0.11 0.21
H 2.33290 -2.00989 1.35490 -0.24 0.23 0.09
H 1.05026 -1.12426 3.11769 0.05 0.12 0.05



Entry 5:
16
Properties=species:S:1:pos:R:3:forces:R:3 method="wB97M-V/def2-TZVPD" total_charge=0 smiles="CC1=CNC=CC1" spin_multiplicity=1 total_energy_ha=-288.68505 largest_force_ev_per_a=0.81
C 0.27724 1.86991 0.98561 0.11 0.25 0.04
C 0.34425 0.58643 0.22155 0.30 -0.11 0.14
C -0.31516 0.33424 -1.14956 -0.01 0.02 0.20
C -1.17285 -0.89409 -0.86277 0.15 -0.35 -0.15
C -0.46826 -1.88417 -0.31298 -0.46 -0.32 -0.41
N 0.94441 -1.66432 -0.05798 -0.47 -0.01 0.08
C 0.81761 -0.51924 0.79999 0.37 0.57 0.07
H -0.17953 1.72441 1.97364 0.04 0.02 -0.21
H -0.25120 2.67597 0.47330 0.00 -0.13 -0.01
H 1.30954 2.18080 1.15228 -0.13 0.37 0.10
H -0.82738 1.21165 -1.56171 -0.11 -0.26 0.37
H 0.35975 -0.00136 -1.96050 0.18 0.42 0.42
H -2.25561 -0.85428 -0.91186 0.16 -0.22 -0.23
H -0.84585 -2.73557 0.23404 -0.37 -0.23 -0.47
H 1.42010 -1.29065 -0.88918 -0.40 -0.53 0.16
H 0.84295 -0.73974 1.86612 0.64 0.50 -0.10



Entry 6:
16
Properties=species:S:1:pos:R:3:forces:R:3 method="wB97M-V/def2-TZVPD" total_charge=0 smiles="C[C@@]12C=C[C@@]1(C)N2" spin_multiplicity=1 total_energy_ha=-288.64617 largest_force_ev_per_a=0.81
C -1.46383 -0.53464 -0.72037 -0.32 -0.13 0.06
C -0.83363 0.18537 0.44718 0.27 -0.14 -0.76
C -0.69793 1.70253 0.50313 0.12 0.14 -0.18
C 0.62164 1.62782 0.29648 0.14 0.23 0.16
C 0.64903 0.12501 0.40765 0.49 0.07 -0.05
C 1.51080 -0.85269 -0.33787 0.01 0.01 0.04
N -0.11693 -0.31776 1.61795 -0.10 -0.17 0.18
H -1.55649 -1.60796 -0.54290 -0.12 0.06 0.03
H -2.43542 -0.12050 -0.97854 -0.18 -0.19 0.08
H -0.81292 -0.40782 -1.60190 -0.30 0.02 0.22
H -1.36445 2.51130 0.78814 -0.01 -0.21 -0.26
H 1.38901 2.36483 0.08623 0.08 0.00 0.41
H 1.10142 -1.87049 -0.30805 0.02 0.21 0.03
H 1.63293 -0.57863 -1.39309 -0.04 0.05 0.19
H 2.50497 -0.88668 0.12076 -0.06 -0.03 -0.13
H -0.12822 -1.33971 1.61520 0.01 0.07 -0.02



Sequential energy above the lowest of the compared OMol25 structures with the same formula, charge and spin output: 541.6 580.6 561.9 283.9 254.6 356.7 kJ/mol